Computed, not measured: a molecular structure, C41H59BrMgN6O3P in a non-equilibrium geometry, with ωB97M-V/def2-TZVPD.

Geometry (Å):
Mg: 0.409565 -0.511509 0.769143
O: 4.751840 -0.011585 -3.420062
C: 4.375297 -1.294217 -3.075325
C: 5.034412 -2.330268 -3.721449
C: 4.705887 -3.646107 -3.428915
C: 3.721086 -3.923655 -2.486068
C: 3.063431 -2.874620 -1.859269
C: 3.377094 -1.552021 -2.139469
C: 2.595769 -0.410863 -1.487079
O: 1.964000 -0.681068 -0.358066
N: 1.646959 0.052190 -2.568322
N: 0.371202 0.224993 -2.323673
C: -0.374268 0.771268 -3.215017
C: -1.818680 0.880475 -3.052822
Br: -2.594420 -0.484440 -1.987380
C: -2.641793 1.753045 -3.634969
C: -2.285778 2.901673 -4.488445
C: -3.235236 3.344362 -5.416489
C: -2.960325 4.378893 -6.297094
C: -1.722133 5.009995 -6.267867
C: -0.792235 4.625178 -5.311170
C: -1.072998 3.593835 -4.425247
H: 4.342690 0.609337 -2.807001
H: 5.797073 -2.086544 -4.453037
H: 5.227012 -4.451175 -3.935588
H: 3.462612 -4.947111 -2.241837
H: 2.286801 -3.068942 -1.129897
H: 3.312120 0.432822 -1.348992
H: 2.025131 0.349159 -3.458482
H: 0.049633 1.151827 -4.143692
H: -3.705923 1.594681 -3.499955
H: -4.200676 2.849461 -5.455225
H: -3.714571 4.693023 -7.009459
H: -1.493244 5.798650 -6.973510
H: 0.160519 5.137871 -5.247407
H: -0.350970 3.351847 -3.655871
C: 0.543744 -2.780667 1.404332
C: -0.332566 -3.918367 1.327343
C: -0.726746 -4.487828 0.089160
C: -1.514909 -5.613687 0.014763
C: -1.961871 -6.254338 1.176966
C: -1.585868 -5.718735 2.415245
C: -0.802764 -4.588390 2.486060
C: -2.757028 -7.451033 1.112398
N: -3.388585 -8.415448 1.070325
H: 1.320484 -2.765770 0.640956
H: 0.980440 -2.632752 2.391607
H: -0.392019 -4.012659 -0.828755
H: -1.790211 -6.023530 -0.949687
H: -1.909121 -6.218541 3.320436
H: -0.510268 -4.203745 3.457684
C: 0.775580 -1.051284 5.051653
N: 1.804015 -0.070477 4.719418
C: 2.226605 0.762398 5.837450
C: 1.958379 0.284038 3.408572
O: 1.252794 -0.236649 2.536986
N: 2.903395 1.205633 3.060526
C: 2.930696 1.596732 1.646784
C: 4.164467 1.386216 3.767329
H: -0.023473 -0.572375 5.622741
H: 1.202475 -1.860567 5.647648
H: 0.349260 -1.460033 4.142297
H: 1.393140 0.860568 6.534745
H: 2.491844 1.762555 5.507145
H: 3.068137 0.323241 6.379437
H: 3.371325 0.809155 1.027610
H: 3.510927 2.515611 1.559558
H: 1.914423 1.784739 1.302605
H: 4.331938 0.590641 4.488229
H: 4.211688 2.349388 4.278926
H: 4.975436 1.352178 3.040198
C: 0.693211 4.171934 0.242492
C: -0.054655 4.364732 1.582566
C: 0.994417 4.208533 2.705278
C: -0.600032 5.789831 1.654423
P: -1.236214 2.843904 1.754509
N: -0.588568 1.534136 1.321203
C: -1.815550 2.886105 3.598530
C: -0.744341 2.122615 4.397302
C: -2.102513 4.221350 4.284531
C: -3.074416 2.000702 3.674976
C: -2.808194 3.343322 0.775044
C: -3.657506 2.060889 0.615820
C: -3.679104 4.478707 1.312502
C: -2.322550 3.730865 -0.634827
H: 1.681427 4.647635 0.286116
H: 0.152644 4.612961 -0.594975
H: 0.825210 3.107166 0.034347
H: 1.921502 4.723434 2.425593
H: 1.223194 3.160417 2.881389
H: 0.650092 4.652140 3.641131
H: 0.248543 6.485940 1.653515
H: -1.168668 5.973256 2.567669
H: -1.226752 6.045332 0.799202
H: 0.090192 2.763364 4.689941
H: -0.374891 1.300939 3.780006
H: -1.184390 1.711956 5.316252
H: -1.197648 4.813057 4.430518
H: -2.519939 4.018933 5.279880
H: -2.824506 4.834536 3.744164
H: -2.931796 1.082656 3.100155
H: -3.964757 2.507445 3.305336
H: -3.265291 1.723635 4.718188
H: -4.435145 1.980216 1.376813
H: -3.016223 1.180900 0.677109
H: -4.150757 2.046052 -0.361004
H: -4.163405 4.224197 2.254860
H: -4.472080 4.688280 0.583343
H: -3.114798 5.399411 1.456789
H: -1.556114 3.036412 -0.986631
H: -1.921139 4.745476 -0.665071
H: -3.163780 3.693414 -1.334756

Force components x, y, z for each atom (eV/Å):
-0.5 0.9 0.4
-0.1 -0.1 -0.1
0.1 0.1 0.0
0.1 -0.1 -0.1
0.0 0.1 0.1
0.0 0.0 -0.1
0.0 -0.1 0.1
0.0 -0.1 0.1
-0.4 0.1 -0.1
0.2 -0.2 -0.3
-0.1 0.2 0.3
0.1 -0.1 0.1
-0.1 0.1 0.0
0.4 -0.2 0.1
-0.1 -0.1 0.2
-0.2 0.3 -0.1
0.0 -0.1 0.0
0.0 0.0 -0.1
0.0 0.0 0.0
-0.1 -0.1 0.1
0.0 0.0 0.0
0.1 0.0 0.1
0.0 0.0 0.0
0.0 0.0 0.1
0.0 0.0 0.0
0.0 0.0 0.0
0.0 0.0 0.0
0.0 0.2 0.0
0.0 0.1 -0.1
0.0 0.0 -0.1
0.0 0.0 0.0
0.1 0.0 0.0
0.0 0.0 0.0
0.0 0.0 0.0
0.0 0.0 0.0
0.0 -0.1 0.0
-0.4 0.2 -0.2
0.3 -0.1 0.0
-0.1 0.0 0.0
0.0 0.0 0.0
-0.1 -0.2 0.1
0.0 0.0 0.0
-0.1 0.1 -0.1
0.2 0.3 0.0
0.0 0.0 0.0
-0.1 -0.1 0.0
-0.1 -0.1 -0.1
0.0 0.0 0.1
0.0 0.0 0.0
0.0 0.0 0.0
0.0 0.0 0.0
0.1 0.0 -0.1
-0.1 0.1 0.3
-0.2 0.0 -0.1
-0.1 -0.2 -0.5
0.6 0.2 0.9
0.2 0.1 0.0
0.0 -0.1 0.1
-0.1 -0.1 -0.1
0.0 0.0 0.0
0.0 0.0 0.0
0.0 0.0 0.0
0.0 0.0 0.0
0.0 0.0 0.0
0.0 0.0 0.0
0.0 0.0 0.0
0.0 0.0 0.0
0.0 0.0 0.0
0.0 0.0 0.0
0.0 0.0 0.0
0.0 0.0 0.0
0.0 0.0 0.0
0.4 -0.4 -0.1
-0.1 0.1 -0.1
0.0 0.0 0.0
-0.4 0.8 0.1
0.3 -1.0 -0.5
0.1 -0.5 0.0
0.0 0.0 0.1
0.0 0.0 0.0
0.0 0.1 0.0
0.1 -0.4 -0.3
0.0 0.1 0.0
0.0 0.0 0.0
0.0 0.0 0.1
-0.1 0.0 0.0
0.0 0.0 0.0
0.0 0.1 0.0
-0.1 0.0 0.0
0.1 0.0 0.0
0.0 -0.1 0.0
0.0 0.0 0.0
0.0 0.0 -0.1
0.0 0.0 0.0
0.0 -0.1 0.0
0.0 0.0 0.1
0.0 0.1 -0.1
-0.1 0.0 0.0
0.0 0.0 0.0
0.0 0.0 0.1
0.0 0.0 0.1
0.0 0.0 0.0
0.0 0.0 0.0
0.1 0.0 0.0
0.0 0.0 -0.1
0.0 0.1 0.0
0.0 0.0 -0.1
0.0 0.0 0.0
-0.1 0.0 0.0
-0.1 0.0 0.0
0.0 -0.1 0.0
0.0 0.0 0.0

Values from the calculation:
Maximum force (Eh/bohr): 0.02231
Total charge: -1
Highest occupied orbital energy (eV): -4.04
Orbital gap (Ha): 0.229
Spin multiplicity: 1
Energy relative to the best compared isomer or geometry (same formula, charge and spin) (kcal per mole): 41.3

---

Computed, not measured: 14 unconnected molecules or ions with the total composition C41H59Cl28F9N2O5S3 in a non-equilibrium geometry, with ωB97M-V/def2-TZVPD.

Geometry (Å):
C: 1.712520 -6.239502 0.211963
C: 2.983309 -5.214675 0.195886
Cl: 4.474829 -6.321273 0.072697
C: 2.938736 -4.424224 1.588716
Cl: 3.090890 -5.724230 2.919975
N: 4.067083 -3.479484 1.819918
C: 3.757138 -2.564307 2.935835
O: 3.526525 -2.791443 4.136945
C: 3.801172 -1.138381 2.245557
C: 3.386884 0.264753 2.727712
C: 2.785984 0.477490 4.187906
C: 1.645061 1.610764 4.220388
C: 1.130993 1.941344 5.716901
O: 1.912349 2.508057 6.500323
O: -0.225050 1.599099 6.041616
C: 3.569120 1.449055 1.760663
C: 4.110628 1.330890 0.291280
C: 4.227070 2.686494 -0.530776
C: 3.254483 2.826608 -1.799377
C: 1.706828 2.500838 -1.535768
S: 1.023980 3.060019 0.104271
C: -0.242433 1.725267 0.491568
S: 0.346491 0.220195 0.974114
N: -1.702646 1.966678 0.349851
C: -1.878144 2.163554 -1.150667
C: -3.413602 2.206309 -1.606794
O: -4.181989 1.073301 -1.112563
C: -4.027025 1.078864 0.340227
C: -2.468445 0.687349 0.610001
C: 4.486650 -0.086718 -0.193488
C: 5.012983 -0.340470 -1.671723
C: 4.021860 -1.325766 -2.512866
C: 2.593581 -0.655566 -2.787808
C: 1.731946 -1.357974 -3.944776
C: 0.721209 -2.492831 -3.371650
F: 0.000719 -1.835528 -2.317976
F: 1.595171 -3.517818 -2.865499
C: -0.204480 -2.985768 -4.574063
F: -0.627876 -1.949742 -5.447911
F: 0.609688 -3.838887 -5.385877
S: -1.735263 -3.957753 -4.095404
F: -1.104271 -5.312646 -4.893958
F: -2.458923 -3.562388 -5.581893
F: -2.520486 -2.640182 -3.454034
F: -1.119207 -4.456607 -2.639358
F: -3.103908 -4.860487 -3.764687
C: 4.340908 -1.257510 0.795873
C: 4.666887 -2.805672 0.669566
O: 5.372287 -3.266548 -0.269614
H: 1.326509 -6.393246 -0.846224
H: 2.096904 -7.205928 0.704318
H: 0.952944 -5.781252 0.930341
H: 2.953980 -4.485643 -0.677004
H: 1.939708 -3.889135 1.760961
H: 3.610747 0.632240 4.960466
H: 2.258130 -0.506832 4.468168
H: 0.701936 1.305149 3.635000
H: 1.973584 2.613219 3.776825
H: -0.764082 1.623127 5.211882
H: 3.274287 2.489392 2.125940
H: 4.043464 3.584404 0.155262
H: 5.308306 2.772235 -0.897997
H: 3.300730 3.934402 -2.112642
H: 3.725376 2.244077 -2.658310
H: 1.115961 3.080866 -2.343676
H: 1.417176 1.407207 -1.663742
H: -1.287962 3.065029 -1.535454
H: -1.401069 1.227755 -1.631510
H: -3.426038 2.111969 -2.755016
H: -3.909195 3.178141 -1.237876
H: -4.628811 0.177940 0.716865
H: -4.320679 2.067675 0.824002
H: -2.227788 -0.123301 -0.160804
H: -2.399383 0.341020 1.691299
H: 5.044571 0.642578 -2.249359
H: 6.085301 -0.797712 -1.717185
H: 3.812108 -2.306214 -1.936941
H: 4.507039 -1.673440 -3.498282
H: 2.802849 0.418199 -3.155284
H: 2.058971 -0.553784 -1.787195
H: 1.158545 -0.508911 -4.474522
H: 2.440966 -1.886682 -4.672387
C: 3.201198 7.052942 -1.450086
Cl: 2.280308 5.712452 -0.755658
Cl: 2.865408 7.231435 -3.179050
H: 2.925855 7.969966 -0.939010
H: 4.264772 6.860119 -1.314557
C: -5.490515 -4.095499 -7.287449
Cl: -6.049171 -3.271299 -8.748142
Cl: -6.608620 -3.842217 -5.942007
H: -5.417208 -5.162794 -7.489808
H: -4.512683 -3.704102 -7.012573
C: 7.738862 -0.433986 -4.481891
Cl: 6.951587 -1.479273 -3.292769
Cl: 6.591226 0.718143 -5.177192
H: 8.540726 0.116792 -3.992869
H: 8.148443 -1.050845 -5.280166
C: 1.143570 -6.689002 6.525349
Cl: -0.602330 -6.416883 6.451497
Cl: 1.701532 -7.636109 5.141721
H: 1.651949 -5.725673 6.522100
H: 1.378222 -7.225982 7.439814
C: 1.366568 11.151895 -0.930919
Cl: 2.626921 11.827325 0.110316
Cl: 1.998171 9.831509 -1.924382
H: 0.558175 10.770058 -0.306268
H: 0.988629 11.937056 -1.584108
C: 3.550293 -10.340962 6.993926
Cl: 3.048145 -8.865396 7.826865
Cl: 5.303520 -10.550448 7.064310
H: 3.072495 -11.195526 7.470144
H: 3.242603 -10.279273 5.950999
C: -0.461975 12.835079 1.729788
Cl: -1.321702 11.649160 0.737835
Cl: -0.314339 14.382516 0.890290
H: -1.012967 12.986176 2.656601
H: 0.534621 12.455670 1.950060
C: -3.008861 -3.246305 7.187193
Cl: -4.628810 -2.910742 6.563501
Cl: -1.949727 -1.843303 6.999560
H: -3.081279 -3.496135 8.244424
H: -2.585023 -4.086796 6.637624
C: -6.863388 3.834123 -2.856915
Cl: -5.590867 4.494397 -3.891553
Cl: -6.424355 3.954685 -1.148299
H: -7.784056 4.392913 -3.024758
H: -7.016857 2.785941 -3.109495
C: -8.558167 7.024026 -1.162326
Cl: -9.467062 5.890541 -2.170419
Cl: -8.367601 8.585508 -1.967602
H: -9.093968 7.171748 -0.226091
H: -7.572734 6.606459 -0.961902
C: -4.416577 -7.114972 -1.364876
Cl: -5.577567 -7.674984 -0.155054
Cl: -2.818119 -6.869746 -0.652359
H: -4.341051 -7.860859 -2.154404
H: -4.766811 -6.171539 -1.780832
C: -9.104909 -6.009934 0.320854
Cl: -8.059016 -4.600122 0.524701
Cl: -10.423863 -5.671381 -0.806384
H: -8.511645 -6.836612 -0.067041
H: -9.526594 -6.279896 1.287651
C: -0.401271 6.629197 2.317689
Cl: -0.255088 4.886050 2.573075
Cl: 1.178683 7.420779 2.372511
H: -0.851913 6.806577 1.342271
H: -1.033693 7.048698 3.098379

Force components x, y, z for each atom (eV/Å):
1.0 0.7 0.6
-1.1 -0.7 0.6
-0.9 1.3 -0.1
1.0 -1.2 0.0
-0.5 1.0 -0.8
-0.7 -0.3 0.1
0.1 2.4 0.7
0.6 0.1 -4.3
0.4 3.2 -2.6
1.2 -0.3 -2.2
-0.8 -0.6 -0.6
-1.1 0.3 0.4
1.9 1.2 0.4
-3.2 -2.2 -2.0
2.0 1.0 -1.1
0.9 -2.7 -1.1
-0.8 -2.5 3.1
0.2 -0.5 0.0
0.4 0.7 0.5
-0.4 -0.3 -1.6
-1.1 -0.8 -0.4
-0.3 -1.5 0.4
-0.6 2.0 -0.7
2.6 -1.6 -1.3
-0.1 -0.4 -1.0
0.4 0.2 -0.2
0.8 1.7 1.1
1.1 -1.9 -0.2
-2.3 1.0 0.5
-0.6 0.4 2.0
-0.7 -0.6 0.4
-0.7 -0.7 0.3
1.0 0.5 -0.2
-0.1 0.0 0.3
2.5 2.8 0.5
1.0 -2.3 -2.1
-2.8 1.7 -0.8
1.7 0.0 -2.5
1.2 -2.1 2.7
-1.6 2.3 2.0
-3.5 -2.4 -1.3
-1.3 1.8 2.0
1.0 -0.6 2.2
1.8 -1.9 -0.5
-0.8 1.1 -2.4
2.2 1.4 -0.4
-1.2 1.3 2.4
1.5 1.8 -2.7
-3.0 0.9 3.9
0.4 0.1 1.5
-0.8 1.5 -1.0
0.6 -0.7 -1.3
0.2 -1.1 1.1
1.3 -0.9 -0.4
-1.1 0.1 -1.1
1.0 1.4 -0.4
1.7 0.1 0.6
-0.3 -1.4 0.8
0.8 -0.3 0.9
0.5 -1.7 -0.6
0.2 -1.5 -0.7
-1.5 -0.1 0.4
0.0 -1.9 0.4
-1.1 0.5 1.1
0.9 -0.9 1.2
0.7 1.4 0.3
-1.1 -1.1 0.7
-0.7 1.3 0.4
-0.1 0.4 1.8
0.8 -1.4 -0.7
0.6 1.6 -0.5
0.3 -1.2 -0.7
-0.1 1.0 1.3
0.3 0.4 -1.5
0.1 -1.2 0.9
-2.8 1.4 1.3
0.6 1.6 -0.7
-0.8 0.9 1.5
-0.4 -1.7 0.5
0.4 -0.3 -1.4
0.6 -1.7 0.7
-1.1 0.8 0.9
0.4 -0.2 0.2
-0.2 0.5 0.2
0.2 -0.2 0.0
0.0 -0.3 -0.1
-0.2 -0.1 -0.1
0.2 -0.1 0.0
0.1 0.0 -0.1
0.1 -0.1 0.1
-0.1 0.2 0.0
-0.2 0.0 0.0
0.4 -0.2 -0.1
1.8 -0.8 -1.6
0.0 0.1 0.0
-0.2 0.0 0.0
-0.2 0.1 0.1
0.2 0.3 0.0
-0.1 0.0 0.1
-0.1 0.0 0.1
-0.1 -0.1 -0.2
-0.2 0.0 -0.2
-0.2 -0.1 0.0
0.0 0.1 0.1
-0.4 0.7 -0.1
0.5 0.0 -0.3
0.2 -0.1 0.1
-0.1 -0.2 -0.2
0.3 -0.4 0.3
0.0 -0.1 0.0
0.1 0.2 0.0
0.1 0.1 0.2
0.2 0.1 0.3
-0.5 0.0 0.3
0.0 0.0 0.1
0.0 0.0 -0.2
-0.1 0.1 -0.2
0.1 -0.2 0.1
-0.1 -0.1 0.0
0.1 -0.1 0.0
0.0 0.2 -0.2
-0.1 0.2 0.0
-0.2 -0.2 -0.3
0.0 0.0 -0.1
-0.3 0.1 0.1
0.4 -0.1 0.1
0.2 0.1 0.1
0.2 0.1 0.3
-0.2 0.1 0.1
0.0 0.0 0.1
0.0 0.0 -0.2
-0.1 0.0 -0.2
0.0 0.1 -0.3
-0.1 0.0 0.0
0.0 0.0 -0.1
0.0 0.0 0.2
0.1 -0.1 0.2
0.0 -0.2 0.1
0.1 -0.1 0.1
0.0 -0.1 0.0
0.0 0.2 0.0
0.0 0.2 -0.2
-0.2 0.1 -0.1
-0.2 0.0 0.1
-0.1 0.1 0.0
0.2 -0.1 0.1
0.2 -0.1 0.0

Values from the calculation:
Maximum force (Eh/bohr): 0.09627
Highest occupied orbital energy (eV): -8.59
Orbital gap (Ha): 0.260
Spin multiplicity: 1